# 1
# C39H66Br2NO4P

4 unconnected molecules or ions with the total composition C39H66Br2NO4P (wB97M-V/def2-TZVPD, the OMol25 dataset).

Element x y z (Å)
C (2.910380, -7.685316, -0.276780)
C (2.586228, -6.532820, -0.205510)
C (2.094418, -5.184923, -0.167782)
C (2.371429, -4.335879, 0.830696)
P (3.402836, -4.791895, 2.256045)
N (4.884771, -5.052847, 1.877266)
O (2.666896, -6.070530, 2.899483)
O (3.234425, -3.626532, 3.367463)
C (1.806518, -2.936887, 0.750319)
O (2.370378, -1.974003, 1.195498)
C (0.476972, -2.840010, 0.065933)
C (-0.430718, -1.866275, 0.424346)
C (-1.673126, -1.784788, -0.212912)
C (-2.620658, -0.684057, 0.245592)
C (-2.311808, 0.719585, -0.350631)
C (-0.914230, 1.278235, -0.007763)
C (0.285709, 0.947526, -0.926022)
C (-0.048164, 0.454295, -2.332099)
C (1.144321, 0.525653, -3.309482)
C (-2.018883, -2.725996, -1.199461)
C (-3.363972, -2.858793, -1.894327)
Br (-4.612266, -3.562245, -0.534975)
C (-3.958161, -1.640611, -2.598327)
C (-5.378884, -1.967764, -3.131404)
Br (-2.881897, -1.219771, -4.176888)
C (-1.066430, -3.689229, -1.564923)
C (0.165797, -3.744155, -0.953497)
C (1.213578, -4.743545, -1.326756)
O (1.370682, -5.176475, -2.434063)
H (3.046275, -8.732575, -0.402167)
H (5.479458, -4.416880, 2.397123)
H (3.206939, -6.850169, 2.715753)
H (2.710215, -3.953721, 4.110314)
H (-0.178604, -1.165360, 1.206452)
H (-2.494980, -0.565547, 1.323358)
H (-3.633714, -1.009327, 0.023985)
H (-3.021178, 1.387673, 0.149794)
H (-2.570804, 0.771128, -1.407524)
H (-0.982805, 2.358628, 0.111689)
H (-0.670236, 0.894524, 0.986776)
H (0.982509, 0.241517, -0.467333)
H (0.869680, 1.867945, -1.046325)
H (-0.860273, 1.058992, -2.740001)
H (-0.416396, -0.569348, -2.276264)
H (2.051961, 0.915202, -2.853353)
H (0.914971, 1.173124, -4.158216)
H (1.319005, -0.463971, -3.732606)
H (-3.262404, -3.628357, -2.655340)
H (-4.058085, -0.777776, -1.953043)
H (-5.647616, -1.282501, -3.931051)
H (-5.372539, -2.991440, -3.504395)
H (-6.119823, -1.860311, -2.341715)
H (-1.300217, -4.407480, -2.341817)
C (3.705990, 1.047897, 1.202072)
C (5.002163, 1.326481, 0.448073)
C (6.145716, 0.388297, 0.830574)
C (6.582748, 0.469066, 2.293684)
C (7.022622, 1.856074, 2.759165)
C (8.239709, 2.391483, 2.010495)
H (3.823485, 1.196564, 2.277293)
H (2.917048, 1.724097, 0.861164)
H (3.365301, 0.025560, 1.034977)
H (5.298996, 2.368470, 0.603069)
H (4.811002, 1.219945, -0.623161)
H (7.002314, 0.591833, 0.181032)
H (5.845365, -0.642053, 0.616043)
H (7.406903, -0.235072, 2.447309)
H (5.768853, 0.121267, 2.936119)
H (7.262304, 1.802043, 3.824737)
H (6.195319, 2.565432, 2.668963)
H (9.090930, 1.716247, 2.119074)
H (8.534084, 3.366677, 2.401866)
H (8.036742, 2.513934, 0.945557)
C (1.421219, 7.958453, -2.939677)
C (2.281892, 6.860989, -3.558716)
C (1.561322, 5.519369, -3.681022)
C (1.124330, 4.899611, -2.353246)
C (2.251174, 4.663080, -1.348468)
C (3.312669, 3.687016, -1.846022)
H (1.129877, 7.715099, -1.916825)
H (1.966320, 8.903033, -2.908652)
H (0.512447, 8.115988, -3.524262)
H (3.200954, 6.744974, -2.977890)
H (2.591543, 7.178362, -4.557939)
H (2.208698, 4.818088, -4.215404)
H (0.675564, 5.648406, -4.311251)
H (0.631668, 3.944123, -2.565161)
H (0.362732, 5.532303, -1.887758)
H (1.812446, 4.264239, -0.428697)
H (2.722290, 5.610978, -1.074384)
H (2.866265, 2.720548, -2.085235)
H (4.069896, 3.524173, -1.079555)
H (3.820524, 4.059992, -2.737077)
C (-9.587894, -0.682680, 3.128239)
C (-8.217053, -0.187893, 3.580206)
C (-7.210865, -0.058150, 2.437925)
C (-6.879336, -1.366732, 1.718529)
C (-6.330790, -2.474764, 2.615446)
C (-5.008738, -2.112619, 3.284948)
H (-9.535387, -1.685042, 2.700653)
H (-10.279184, -0.722477, 3.971198)
H (-10.014389, -0.014205, 2.377549)
H (-7.825350, -0.851727, 4.355701)
H (-8.334011, 0.792362, 4.049628)
H (-6.290733, 0.387939, 2.826787)
H (-7.600048, 0.652681, 1.701898)
H (-6.147004, -1.153431, 0.932271)
H (-7.770854, -1.736564, 1.203541)
H (-6.178336, -3.368986, 2.004725)
H (-7.066603, -2.748790, 3.376111)
H (-4.248359, -1.875378, 2.536983)
H (-4.639754, -2.946702, 3.883789)
H (-5.114179, -1.253787, 3.949848)

Atoms 1-2, force components in eV/Å:
C -0.37 0.02 -0.11
C -0.18 0.26 -0.18

Computed properties:
spin multiplicity: 1
electronic energy: -200567.9280 eV
structure (SMILES): C#CC1=C(P(=N)(O)O)C(=O)c2cc(CCCCCC)c([C@@H](Br)[C@H](C)Br)cc2C1=O.CCCCCC.CCCCCC.CCCCCC
HOMO level: -9.082 eV
total charge: 0
orbital gap: 0.283 Eh


# 2
# C39H67FN8O5S

10 unconnected molecules or ions with the total composition C39H67FN8O5S (wB97M-V/def2-TZVPD, the OMol25 dataset).

Element x y z (Å)
C (1.036095, -2.400098, -3.862258)
C (1.432512, -3.532860, -2.917561)
C (0.426072, -4.704063, -2.968304)
C (-0.889811, -4.266457, -2.533637)
N (-1.941301, -3.879641, -2.335921)
H (1.206076, -2.652777, -4.925594)
H (1.737741, -1.571734, -3.644736)
H (0.011536, -2.025560, -3.731674)
H (1.459400, -3.208717, -1.855730)
H (2.428200, -3.899041, -3.204293)
H (0.592641, -5.634356, -2.416650)
H (0.228580, -5.011559, -4.003415)
C (3.997090, 3.882309, -0.817033)
C (3.003187, 4.379512, 0.129511)
C (1.902129, 3.315730, 0.431236)
C (2.563112, 2.101070, 0.923350)
N (3.096326, 1.182972, 1.354539)
H (3.570196, 3.494790, -1.731553)
H (4.573176, 3.046877, -0.404088)
H (4.859755, 4.462698, -1.154806)
H (2.415603, 5.217217, -0.234653)
H (3.604549, 4.691480, 1.006605)
H (1.481227, 3.170638, -0.546813)
H (1.137163, 3.674835, 1.153177)
C (-3.226982, 3.354369, 4.596484)
C (-3.144683, 2.760687, 3.172453)
C (-3.378496, 1.272050, 3.242037)
C (-3.419138, 0.624808, 1.911206)
N (-3.471584, 0.155670, 0.858805)
H (-4.220801, 3.137254, 5.028076)
H (-3.070002, 4.424246, 4.632716)
H (-2.514493, 2.862945, 5.255599)
H (-2.158556, 3.019920, 2.785582)
H (-3.867900, 3.275337, 2.544896)
H (-4.254078, 1.023039, 3.843119)
H (-2.631346, 0.761155, 3.833867)
C (-2.271458, 3.169980, -2.350041)
C (-2.623909, 3.632517, -0.959294)
C (-1.358887, 3.814019, -0.062252)
C (-0.628592, 5.030038, -0.465786)
N (-0.080058, 5.975444, -0.824447)
H (-1.512469, 3.828498, -2.770283)
H (-3.179930, 3.323833, -2.932046)
H (-2.000249, 2.104449, -2.399436)
H (-3.236183, 2.841170, -0.486304)
H (-3.257214, 4.519335, -1.022722)
H (-0.707272, 2.954366, -0.153639)
H (-1.628473, 3.926844, 0.988444)
C (-2.376275, -2.785058, -6.476345)
C (-3.117681, -3.165958, -5.233508)
C (-3.870687, -1.985377, -4.644410)
C (-2.825160, -0.962985, -4.335636)
N (-2.089250, -0.153971, -3.976544)
H (-1.808073, -1.843619, -6.345991)
H (-3.041475, -2.704649, -7.347335)
H (-1.604171, -3.455004, -6.842855)
H (-2.458908, -3.576639, -4.437283)
H (-3.852283, -3.917049, -5.416305)
H (-4.376786, -2.399259, -3.762064)
H (-4.539964, -1.561624, -5.388441)
C (3.399584, -1.841199, 1.911347)
C (3.705873, -3.360988, 2.010680)
C (5.014087, -3.855811, 1.323778)
C (6.104178, -3.317910, 2.075817)
N (6.921025, -2.878553, 2.774421)
H (2.646268, -1.567242, 2.669011)
H (3.024018, -1.499104, 0.952812)
H (4.315299, -1.327868, 2.151707)
H (2.926327, -4.009428, 1.649049)
H (3.880833, -3.636116, 3.082126)
H (5.102016, -3.488246, 0.300947)
H (4.985393, -4.945744, 1.345183)
C (-0.397113, 3.285556, -5.681512)
C (0.670769, 2.240989, -5.987401)
C (0.655225, 1.043906, -5.030169)
C (0.875124, 1.456470, -3.672994)
N (1.035014, 1.864305, -2.607222)
H (-0.220049, 3.634070, -4.637801)
H (-1.462116, 3.008306, -5.777661)
H (-0.279370, 4.164799, -6.324674)
H (1.683850, 2.703712, -5.920932)
H (0.495148, 1.879532, -7.019233)
H (1.383013, 0.251675, -5.210708)
H (-0.346049, 0.580911, -5.036032)
C (-1.070327, -4.611086, 1.786713)
C (-0.072601, -3.736362, 2.576036)
C (-0.685670, -3.123921, 3.820418)
C (-1.381485, -4.090365, 4.640545)
N (-1.925349, -4.921262, 5.241329)
H (-1.941675, -4.044807, 1.529368)
H (-1.451635, -5.478287, 2.364308)
H (-0.593363, -5.013209, 0.905556)
H (0.249989, -2.918417, 1.931330)
H (0.818117, -4.257390, 2.881304)
H (-1.352742, -2.336270, 3.532684)
H (0.076309, -2.620845, 4.405293)
C (-0.808292, -0.225077, -0.899711)
C (-0.841887, -1.335331, 0.087059)
O (-0.625044, -0.775039, 1.281610)
C (-0.399028, 0.572531, 1.147889)
O (-0.214843, 1.425655, 1.981993)
O (-0.401534, 0.917970, -0.101363)
F (0.122493, -2.234906, -0.228991)
H (-1.822431, -0.116694, -1.256940)
H (-0.097744, -0.441765, -1.703900)
H (-1.781694, -1.891919, -0.023208)
C (2.202790, 0.943375, 5.019977)
C (1.513402, 2.386498, 5.132831)
C (0.073064, 2.200064, 5.491660)
S (-0.202993, 0.490768, 5.827057)
O (-1.504960, 0.049705, 5.293967)
O (0.022274, 0.230519, 7.238571)
C (1.132897, -0.112272, 4.842976)
H (2.822488, 0.763311, 5.916818)
H (2.868266, 0.966647, 4.141679)
H (1.667919, 2.848084, 4.163319)
H (2.109925, 2.941788, 5.824068)
H (-0.597858, 2.426072, 4.649534)
H (-0.211677, 2.740151, 6.413980)
H (0.736528, -0.009576, 3.848805)
H (1.322233, -1.108404, 5.184880)

Atoms 1-2, force components in eV/Å:
C 0.76 0.58 0.03
C -0.18 -0.71 0.57

Computed properties:
spin multiplicity: 1
relative energy (zero: lowest compared OMol25 entry of this formula, charge and spin): 0.000 eV
electronic energy: -77238.5964 eV
structure (SMILES): O=C1OC[C@@H](F)O1.O=S1(=O)CCCC1.CCCC#N.CCCC#N.CCCC#N.CCCC#N.CCCC#N.CCCC#N.CCCC#N.CCCC#N
HOMO level: -10.555 eV
total charge: 0
orbital gap: 0.394 Eh


What is the formula in the second record? C39H67FN8O5S